[1]
{"formula": "C4H8N2O", "method": "wB97M-V/def2-TZVPD", "e_homo_ev": -9.333, "relative_energy_kcal_mol": 50.6, "molar_mass_g_mol": 100.121, "smiles": "O=C1NCCCN1", "largest_force_ha_per_bohr": 0.06930, "elements": ["O", "C", "N", "C", "C", "C", "N", "H", "H", "H", "H", "H", "H", "H", "H"], "positions_angstrom": [[-1.04757, 0.22346, 2.61284], [-0.62635, -0.15541, 1.52293], [-1.36338, 0.09123, 0.37657], [-0.92549, -0.23214, -0.96705], [0.36243, 0.59508, -1.07651], [1.36796, -0.03994, -0.17937], [0.55688, -0.81760, 1.24343], [-2.03729, 0.82807, 0.50085], [-0.71464, -1.30789, -1.04560], [-1.72684, 0.01329, -1.67442], [0.11841, 1.66502, -0.96027], [1.17677, 0.49820, -1.87191], [2.20558, 0.66714, -0.02675], [1.67233, -0.97861, -0.61526], [0.98118, -1.04989, 2.16049]]}

[2]
{"formula": "C4H8N2O", "method": "wB97M-V/def2-TZVPD", "e_homo_ev": -9.054, "relative_energy_kcal_mol": 125.0, "molar_mass_g_mol": 100.121, "smiles": "C[C@H]1N2C[C@@]12NO", "largest_force_ha_per_bohr": 0.02578, "elements": ["C", "C", "N", "C", "C", "N", "O", "H", "H", "H", "H", "H", "H", "H", "H"], "positions_angstrom": [[2.01007, 0.87183, -0.02422], [0.73468, 0.35024, -0.61824], [0.32761, -1.04511, -0.34180], [-0.16819, -0.87390, 1.02994], [-0.54623, 0.12411, 0.03895], [-1.76436, 0.08338, -0.72512], [-2.81290, -0.38251, 0.11379], [2.83675, 0.40065, -0.56645], [2.09897, 0.60649, 1.03110], [2.09372, 1.95586, -0.12905], [0.60145, 0.60069, -1.67585], [0.53879, -0.65327, 1.82429], [-0.97351, -1.55703, 1.29698], [-1.46920, -0.75604, -1.24314], [-3.50765, 0.27462, -0.01117]]}

[3]
{"formula": "C4H8N2O", "method": "wB97M-V/def2-TZVPD", "e_homo_ev": -9.488, "relative_energy_kcal_mol": 152.1, "molar_mass_g_mol": 100.121, "smiles": "C=C/[N+]([O-])=N/CC", "largest_force_ha_per_bohr": 0.07545, "elements": ["C", "C", "N", "O", "N", "C", "C", "H", "H", "H", "H", "H", "H", "H", "H"], "positions_angstrom": [[3.15714, -0.26004, 0.08590], [2.15453, 0.16365, -0.64528], [0.61024, 0.61824, 0.21424], [0.69929, 0.70933, 1.44444], [-0.34218, 0.53411, -0.59298], [-1.67370, 0.67126, -0.20218], [-2.32365, -0.75454, 0.10883], [4.13631, -0.47628, -0.25723], [3.22389, -0.49323, 1.14603], [1.76128, -0.09298, -1.63705], [-1.62405, 1.23489, 0.72765], [-2.22677, 1.20762, -1.09939], [-1.94549, -1.45684, -0.63334], [-2.14244, -1.19049, 1.14802], [-3.46442, -0.41469, 0.19234]]}

[4]
{"formula": "C4H8N2O", "method": "wB97M-V/def2-TZVPD", "e_homo_ev": -10.484, "relative_energy_kcal_mol": 87.3, "molar_mass_g_mol": 100.121, "largest_force_ha_per_bohr": 0.10049, "elements": ["C", "C", "O", "C", "N", "C", "N", "H", "H", "H", "H", "H", "H", "H", "H"], "positions_angstrom": [[-0.05484, -1.06224, 1.12786], [-0.63486, 0.03811, 0.22682], [-0.94311, 1.19209, 0.96327], [0.33198, 0.41431, -0.89182], [1.54805, 0.96690, -0.29164], [-1.84898, -0.44104, -0.45374], [-2.74724, -0.84966, -1.05449], [-0.75736, -1.26275, 1.94011], [0.89263, -0.71218, 1.55032], [0.11679, -1.98985, 0.57067], [-0.07691, 1.61487, 1.10649], [-0.07588, 0.97934, -1.72125], [0.64735, -0.64398, -1.38894], [1.90956, 1.75678, -0.84063], [1.69282, -0.00072, -0.84303]]}

[5]
{"formula": "C4H8N2O", "method": "wB97M-V/def2-TZVPD", "e_homo_ev": -9.454, "relative_energy_kcal_mol": 6.5, "molar_mass_g_mol": 100.121, "smiles": "O=C1NCCCN1", "largest_force_ha_per_bohr": 0.00676, "elements": ["O", "C", "N", "C", "C", "C", "N", "H", "H", "H", "H", "H", "H", "H", "H"], "positions_angstrom": [[2.80834, -0.39736, -0.12862], [1.59816, -0.26192, -0.15293], [0.71842, -1.34668, -0.09676], [-0.68609, -1.09796, -0.35906], [-1.16568, 0.08427, 0.48374], [-0.39096, 1.31085, 0.01218], [1.00135, 0.97091, -0.25854], [0.90934, -1.93561, 0.70002], [-0.78053, -0.88118, -1.43257], [-1.24833, -2.01808, -0.17880], [-0.95468, -0.11996, 1.54223], [-2.24194, 0.26627, 0.39547], [-0.43295, 2.11434, 0.75787], [-0.85728, 1.68962, -0.90696], [1.67148, 1.72156, -0.32397]]}

[6]
{"formula": "C4H8N2O", "method": "wB97M-V/def2-TZVPD", "e_homo_ev": [-6.931, -6.922], "relative_energy_kcal_mol": 165.6, "molar_mass_g_mol": 100.121, "largest_force_ha_per_bohr": 0.11538, "elements": ["C", "N", "C", "C", "C", "O", "N", "H", "H", "H", "H", "H", "H", "H", "H"], "positions_angstrom": [[-0.18178, -0.45170, -0.53479], [-0.17958, 0.72331, 0.08352], [1.71001, 0.99062, -0.27739], [-2.96269, -0.27281, 0.53113], [2.70833, 0.17707, -0.01658], [0.16646, -1.53976, 0.14938], [-2.26859, -0.14483, -0.49798], [0.19256, -1.30957, 1.09246], [-0.57166, 1.45371, -0.49866], [-0.10656, -0.60744, -1.60902], [1.78371, 2.03237, -0.56259], [-4.05511, -0.38944, 0.45647], [-2.55804, -0.29727, 1.55690], [2.58433, -0.89111, 0.12623], [3.73862, 0.52685, 0.00095]]}